Entry 1:
Entry from the Open Molecules 2025 dataset: C34H29AsLiN2O3Te as an isolated structure in a non-equilibrium geometry (the ωB97M-V functional and the def2-TZVPD basis).

Geometry (Å):
1 Li -2.170 -0.555 -1.413
2 N -2.586 1.471 -1.191
3 C -3.774 1.280 -0.281
4 C -4.010 -0.225 -0.040
5 O -5.124 -0.709 -0.331
6 N -2.909 -0.826 0.415
7 C -2.947 -2.297 0.464
8 C -1.817 -2.793 -0.440
9 O -0.931 -3.538 -0.006
10 O -1.834 -2.279 -1.641
11 H -1.748 1.478 -0.611
12 H -2.629 2.383 -1.624
13 H -4.662 1.682 -0.759
14 H -3.623 1.777 0.681
15 H -3.908 -2.675 0.101
16 H -2.776 -2.667 1.477
17 C -3.112 0.729 5.565
18 C -2.910 1.890 4.828
19 C -2.137 1.855 3.674
20 C -1.554 0.665 3.243
21 C -1.781 -0.498 3.973
22 C -2.550 -0.464 5.131
23 As -0.512 0.664 1.573
24 C 0.800 2.016 2.162
25 C 0.683 3.397 2.050
26 C 1.737 4.221 2.433
27 C 2.923 3.658 2.897
28 C 3.056 2.279 2.987
29 C 1.993 1.453 2.628
30 C 2.001 -0.032 2.642
31 C 3.032 -0.828 3.128
32 C 2.929 -2.213 3.064
33 C 1.809 -2.806 2.491
34 C 0.768 -2.019 2.005
35 C 0.852 -0.635 2.114
36 H -3.708 0.755 6.469
37 H -3.362 2.823 5.146
38 H -1.977 2.770 3.113
39 H -1.362 -1.438 3.639
40 H -2.711 -1.376 5.694
41 H -0.230 3.836 1.664
42 H 1.642 5.297 2.359
43 H 3.753 4.298 3.175
44 H 3.993 1.851 3.324
45 H 3.921 -0.373 3.548
46 H 3.732 -2.830 3.449
47 H 1.745 -3.884 2.404
48 H -0.074 -2.493 1.504
49 Te 0.642 -1.203 -1.910
50 C 2.302 -0.118 -2.734
51 C 2.151 1.180 -3.225
52 C 3.220 1.852 -3.807
53 C 4.465 1.236 -3.896
54 C 4.631 -0.051 -3.400
55 C 3.556 -0.721 -2.823
56 C -0.018 -1.547 -3.892
57 C 0.283 -2.760 -4.512
58 C -0.145 -3.009 -5.812
59 C -0.877 -2.050 -6.504
60 C -1.184 -0.843 -5.888
61 C -0.761 -0.595 -4.586
62 H 1.186 1.671 -3.157
63 H 3.084 2.858 -4.184
64 H 5.299 1.759 -4.349
65 H 5.598 -0.537 -3.462
66 H 3.692 -1.730 -2.445
67 H 0.844 -3.511 -3.970
68 H 0.084 -3.960 -6.280
69 H -1.211 -2.242 -7.518
70 H -1.763 -0.095 -6.418
71 H -1.017 0.343 -4.108

The total energy is -4159.71759 hartree. The total charge is -1. For the maximum force, the calculation gives 1.1 eV Å⁻¹. The HOMO-LUMO gap comes out at 7.369 eV. The HOMO energy is -0.1843 Ha.

Entry 2:
Entry from the Open Molecules 2025 dataset: one molecule with the formula C15H21N3O3S in a non-equilibrium geometry (the ωB97M-V functional and the def2-TZVPD basis).

Geometry (Å):
1 C -5.453 4.028 -0.742
2 H -5.734 4.732 -1.667
3 H -6.404 3.259 -0.721
4 H -5.470 4.559 0.085
5 O -4.221 3.225 -1.193
6 C -3.021 4.029 -0.978
7 O -2.952 5.279 -0.776
8 C -1.958 3.142 -1.208
9 C -1.943 1.757 -1.396
10 C -0.731 1.204 -1.589
11 C 0.414 1.753 -1.318
12 C 0.456 3.059 -1.275
13 C -0.632 3.907 -1.347
14 H -0.726 4.995 -0.904
15 H 1.400 3.668 -1.390
16 N 1.830 1.208 -1.586
17 C 2.036 -0.080 -1.758
18 N 1.447 -0.900 -0.693
19 C 1.359 -2.358 -0.744
20 C 0.528 -2.992 0.261
21 N 0.570 -2.697 1.488
22 C 1.349 -1.350 1.876
23 C 0.807 -0.404 0.661
24 H -0.152 -0.280 0.679
25 H 1.034 0.405 0.677
26 H 2.284 -1.368 1.679
27 H 1.051 -0.832 2.490
28 C 0.891 -3.652 2.561
29 H 1.042 -3.188 3.538
30 C 2.510 -4.067 2.317
31 O 3.360 -3.279 2.765
32 H 3.324 -3.142 3.567
33 H 2.532 -5.059 2.909
34 H 2.765 -4.355 1.156
35 H 0.408 -4.475 2.341
36 H 0.438 -4.110 0.237
37 H -0.628 -2.835 -0.326
38 H 1.517 -2.553 -1.611
39 H 2.529 -2.658 -0.401
40 S 2.993 -0.875 -2.615
41 H 2.499 1.877 -2.126
42 H -0.593 0.127 -1.518
43 H -2.755 1.295 -1.404

The total energy is -1371.73919 hartree. For the maximum force, the calculation gives 18.3 eV Å⁻¹. The HOMO-LUMO gap comes out at 7.076 eV. The HOMO energy is -0.2770 Ha. The structure (SMILES) is COC(=O)c1ccc(NC(=S)N2CCN(CCO)CC2)cc1.